This record from the OMol25 dataset describes a structure of composition H8NaO4 in a non-equilibrium geometry. The level of theory is wB97M-V/def2-TZVPD.

XYZ file:
```
13
Properties=species:S:1:pos:R:3
Na -0.71 0.27 0.13
O 1.32 1.26 1.26
H 2.27 1.16 1.27
H 1.16 2.08 1.72
O 0.71 -1.29 -1.12
H 1.59 -1.01 -1.39
H 0.59 -2.14 -1.54
O -1.25 -0.63 2.29
H -1.40 -1.56 2.11
H -0.83 -0.61 3.15
O -0.89 0.97 -2.38
H -1.74 1.34 -2.63
H -0.84 0.15 -2.87
```

Summary:
- Multiplicity: 2
- Electronic energy: -467.322014 a.u.
- Charge: +2
- ΔE to the lowest compared entry with this formula, charge and spin: 0.0 kJ/mol

Löwdin population analysis, charges in e, atoms 1 to 4: Na 0.6491; O 0.1463; H 0.1130; H 0.1120


This record from the OMol25 dataset describes a cluster of 4 separate species, H8O4 in total in a non-equilibrium geometry. The level of theory is wB97M-V/def2-TZVPD.

XYZ file:
```
12
Properties=species:S:1:pos:R:3
O 1.38 -2.03 -0.28
H 2.07 -2.36 -0.85
H 0.59 -2.04 -0.82
O -0.44 0.78 -0.06
H -0.94 0.24 -0.66
H -0.87 0.66 0.79
O -1.56 -0.44 2.32
H -1.37 -1.03 3.06
H -1.64 -1.02 1.57
O 1.18 2.61 -1.48
H 1.03 2.65 -2.43
H 0.56 1.96 -1.16
```

Summary:
- Multiplicity: 2
- Electronic energy: -305.716712 a.u.
- Charge: -1
- ΔE to the lowest compared entry with this formula, charge and spin: 46.9 kJ/mol

Löwdin population analysis, charges in e, atoms 1 to 4: O -0.2212; H -0.0175; H -0.0616; O -0.1844


This record from the OMol25 dataset describes a cluster of 4 separate species, H8O4 in total in a non-equilibrium geometry. The level of theory is wB97M-V/def2-TZVPD.

XYZ file:
```
12
Properties=species:S:1:pos:R:3
O -0.22 -1.51 0.34
H -0.87 -2.06 -0.07
H -0.62 -0.77 0.78
O 0.62 1.43 -0.61
H 0.06 1.29 0.15
H 0.10 1.30 -1.32
O -1.41 1.05 1.13
H -2.05 1.55 0.57
H -1.49 1.32 2.04
O 2.22 -1.51 -0.89
H 2.31 -0.84 -1.58
H 1.36 -1.25 -0.54
```

Summary:
- Multiplicity: 1
- Electronic energy: -305.740978 a.u.
- SMILES: O.O.O.O
- ΔE to the lowest compared entry with this formula, charge and spin: 100.4 kJ/mol

Löwdin population analysis, charges in e, atoms 1 to 4: O -0.0290; H 0.0599; H -0.0043; O -0.0114


This record from the OMol25 dataset describes a cluster of 4 separate species, H8O4 in total in a non-equilibrium geometry. The level of theory is wB97M-V/def2-TZVPD.

XYZ file:
```
12
Properties=species:S:1:pos:R:3
O -2.58 15.20 23.94
H -3.04 15.93 23.55
H -1.64 15.37 23.90
O -7.29 16.22 21.26
H -7.51 15.53 21.87
H -6.39 16.12 21.10
O -3.74 17.36 23.10
H -4.14 17.21 22.26
H -3.02 17.92 22.94
O -4.61 16.69 20.54
H -4.83 17.54 20.12
H -4.68 16.04 19.86
```

Summary:
- Multiplicity: 1
- Electronic energy: -305.741983 a.u.
- SMILES: O.O.O.O
- ΔE to the lowest compared entry with this formula, charge and spin: 97.7 kJ/mol

Löwdin population analysis, charges in e, atoms 1 to 4: O -0.0700; H -0.0646; H 0.0243; O -0.0206


This record from the OMol25 dataset describes a cluster of 4 separate species, H8O4 in total. The level of theory is wB97M-V/def2-TZVPD.

XYZ file:
```
12
Properties=species:S:1:pos:R:3
O 0.96 0.98 -0.71
H 1.76 1.06 -1.23
H 0.96 0.05 -0.39
O -1.89 -0.77 -1.27
H -1.99 0.03 -1.80
H -2.65 -1.32 -1.49
O 1.06 1.63 2.49
H 1.28 1.66 1.55
H 0.27 2.16 2.57
O 0.43 -1.74 -0.05
H 0.25 -2.42 0.60
H -0.45 -1.33 -0.26
```

Summary:
- Multiplicity: 1
- Electronic energy: -305.756403 a.u.
- SMILES: O.O.O.O
- ΔE to the lowest compared entry with this formula, charge and spin: 59.9 kJ/mol

Löwdin population analysis, charges in e, atoms 1 to 4: O -0.0714; H 0.0420; H 0.0039; O -0.0422


This record from the OMol25 dataset describes a cluster of 4 separate species, H8O4 in total in a non-equilibrium geometry. The level of theory is wB97M-V/def2-TZVPD.

XYZ file:
```
12
Properties=species:S:1:pos:R:3
O 1.80 -6.36 4.63
H 1.18 -6.23 5.35
H 2.49 -5.73 4.81
O -1.72 1.75 -2.00
H -1.10 1.22 -2.53
H -1.32 2.62 -2.06
O -0.99 -0.41 -0.25
H -0.45 -0.14 0.50
H -1.11 0.46 -0.68
O 0.75 4.07 -2.68
H 0.45 4.45 -1.87
H 0.02 4.29 -3.21
```

Summary:
- Multiplicity: 1
- Electronic energy: -305.736442 a.u.
- SMILES: O.O.O.O
- ΔE to the lowest compared entry with this formula, charge and spin: 112.3 kJ/mol

Löwdin population analysis, charges in e, atoms 1 to 4: O -0.0482; H 0.0282; H 0.0200; O -0.0431